Entry 1:
Density functional theory data (ωB97M-V/def2-TZVPD) for a molecular structure, H8NaO4 at a distorted geometry.

Structure (XYZ):
```
13
H8NaO4 | the Open Molecules 2025 dataset | ωB97M-V/def2-TZVPD
Na 14.69732 -14.75449 16.10195
O 15.44981 -16.07365 14.93212
O 13.21172 -15.76032 15.69091
O 14.09873 -13.09271 15.62450
O 16.56896 -14.36915 15.68257
H 15.13671 -16.87024 14.50360
H 14.35463 -12.49815 16.32965
H 16.03386 -16.38647 15.62296
H 16.71593 -13.76561 16.41085
H 13.92610 -12.51921 14.87782
H 16.31534 -13.80578 14.95146
H 12.32646 -15.43860 15.86135
H 13.11490 -16.34085 14.93603
```

Results
ΔE to the lowest compared entry with this formula, charge and spin, eV: 3.4000
Electronic energy, eV: -12729.347
Max |F|, eV/Å: 3.91
Charge: +1
E_HOMO, eV: -16.07

Löwdin atomic charge list, values in e, 4 entries: 0.39, -0.06, -0.04, -0.01

***

Entry 2:
Density functional theory data (ωB97M-V/def2-TZVPD) for a molecular structure, C37H35ClN2S2Si2W at a distorted geometry.

Structure (XYZ):
```
80
C37H35ClN2S2Si2W | the Open Molecules 2025 dataset | ωB97M-V/def2-TZVPD
W 2.01579 0.76251 -0.80285
Cl 2.17033 0.18839 1.72097
S 4.26439 4.55415 1.10810
S 5.97212 -1.66256 0.40832
Si -1.18110 -0.59502 2.99120
Si -1.37229 0.06357 -0.81415
N 3.15161 2.41712 0.03680
N 3.97006 -0.19269 -0.35656
C 4.84239 0.67309 0.33470
C 2.98059 3.74656 0.23410
C -3.72812 -2.77075 1.09191
C -1.65817 3.48098 1.98834
C -2.85892 -3.89587 -0.84848
C -5.98449 1.10782 -0.84568
C -5.50355 0.09337 -1.69453
C 1.20722 0.51331 -2.82443
C 4.42169 -1.45702 -0.38984
C 0.29157 -2.28990 0.98052
C -4.12731 -0.05956 -1.91369
C 5.97740 0.02994 0.78812
C 4.42164 2.02014 0.54515
C -5.07984 1.95256 -0.20430
C -3.19278 0.70726 -1.16766
C 0.51241 -3.50809 0.34433
C 5.06630 3.02464 1.21888
C -3.62128 -3.92650 0.31970
C -2.15616 -2.74201 -1.21994
C -0.63322 1.19947 0.56504
C 3.61506 -2.64027 -0.71916
C -1.63727 2.20632 2.60412
C -1.19170 1.03094 1.97483
C 1.45329 1.91294 -2.65174
C -3.71052 1.74106 -0.38664
C -3.07230 -1.59923 0.70224
C 1.74748 4.48849 -0.05268
C -2.16910 -1.63632 -0.36530
C -0.83315 2.50785 -0.08056
C 0.08305 -4.69889 0.93551
C -0.50984 -4.63759 2.20292
C 2.43963 -0.18809 -2.75334
C -0.40452 -2.18344 2.20778
C -1.26790 3.61505 0.64094
C -0.70645 -3.40893 2.84866
C 2.86245 2.07569 -2.55264
C 3.46058 0.79477 -2.58036
H -1.98388 2.16250 3.64660
H -1.97859 4.37684 2.55082
H 1.61208 4.54925 -1.14567
H -0.85293 -5.57299 2.65611
H 4.24130 -3.54125 -0.71866
H 5.99021 2.83048 1.76392
H -0.71190 2.60761 -1.16916
H -3.78235 -0.84698 -2.58742
H 3.37299 3.03187 -2.59080
H 4.51797 0.58626 -2.59176
H -4.31839 -2.76794 2.00675
H 3.17730 -2.50992 -1.71142
H 6.73212 0.55031 1.34137
H 2.54550 -1.25212 -2.91387
H -4.13908 -4.84805 0.63174
H 0.70158 2.69477 -2.71937
H -1.60222 -2.70738 -2.16386
H -3.28544 -0.63987 1.20467
H -6.20917 -0.59218 -2.17478
H 0.92884 3.91302 0.39233
H 0.27074 0.05097 -3.12571
H 0.63211 -1.37573 0.48160
H 2.80489 -2.74853 0.01044
H 0.46646 0.89197 0.58984
H 1.75089 5.50472 0.37736
H -1.15037 -3.38136 3.85312
H -2.79942 -4.80284 -1.46001
H -3.05366 2.39805 0.15998
H -5.39803 2.77574 0.44732
H -1.35252 4.59641 0.14987
H 0.96853 -3.55940 -0.65613
H -0.80658 -0.35609 -2.09913
H -0.73811 -0.42212 4.28842
H -7.05627 1.24264 -0.68936
H 0.17839 -5.65389 0.39623
```

Results
<S²>: 2.05
Electronic energy, eV: -93671.104
Max |F|, eV/Å: 4.99
Charge: +2
Spin multiplicity: 3
E_HOMO (spin up / spin down), eV: -12.55 / -12.76

Löwdin atomic charge list, values in e, 4 entries: 1.28, 0.26, 1.15, 1.15

***

Entry 3:
Density functional theory data (ωB97M-V/def2-TZVPD) for a molecular structure, C17H34BrCaCl4CsF2NO11PS3 at a distorted geometry.

Structure (XYZ):
```
76
C17H34BrCaCl4CsF2NO11PS3 | the Open Molecules 2025 dataset | ωB97M-V/def2-TZVPD
Cs -2.78880 2.50383 -2.84334
Br -1.29638 -0.60957 1.37238
Ca -7.18771 3.73195 1.22408
Cl 1.94288 -0.09384 2.55326
Cl 4.25477 -1.80041 2.33092
Cl 2.45475 -1.51265 0.08853
Cl 4.15441 0.68890 0.87534
S -7.40975 0.57488 -3.12321
S 5.94931 -2.91938 5.21516
S 4.88759 1.30527 -6.64564
P -4.92313 0.64158 0.26187
F 5.96123 3.68889 -5.85444
F -0.75691 -0.70153 3.39666
O 6.31872 -1.60814 4.74930
O 3.43091 2.00965 -6.73674
O 2.95812 4.22297 -1.68749
O -8.11619 -0.67229 -3.10426
O -7.97998 1.63820 -2.03531
O 4.35234 -0.23477 -6.77766
O 4.68279 -3.51778 4.87570
O -5.96790 0.40724 -2.38766
O 5.60853 1.59596 -7.82871
O -7.31145 1.07513 -4.45189
O 5.40057 1.44456 -5.34232
N -8.00667 1.69285 0.43646
C -9.92062 0.36152 1.40725
C -4.66308 -1.97098 1.11316
C 2.47458 1.07058 -7.21160
C 3.20427 -0.68070 1.46666
C -3.76418 1.97261 -0.32675
C -3.93504 -0.94476 0.22015
C 6.82500 -4.33878 7.23854
C 5.01846 3.84656 -0.56048
C 2.93785 -0.27058 -6.67991
C 6.15567 -2.99060 6.99031
C 4.06846 3.72841 -1.72858
C 4.56127 2.98062 -2.93136
C 7.90014 -4.47825 6.15334
C 7.25767 -4.08449 4.81740
C -8.43236 0.74556 1.50789
C -6.28325 0.33904 -0.96139
C -7.68738 0.99240 -0.78730
H -7.78863 -0.13110 1.41166
H -8.35974 0.11905 -0.80647
H 6.80226 -4.94034 4.32238
H 6.80714 -2.16660 7.28039
H 8.30292 -5.48941 6.11134
H 5.92332 4.37055 -0.87012
H -10.29731 -0.05993 2.34082
H -10.05015 -0.40123 0.63099
H -8.76278 2.37580 0.29240
H -10.52067 1.22766 1.11291
H 4.54207 4.40870 0.24173
H 1.47895 1.33744 -6.86130
H -5.68091 -1.61040 1.31115
H 5.44834 3.46597 -3.34831
H -3.02994 1.60908 -1.12769
H -4.77875 -2.94308 0.62793
H -3.13200 2.22674 0.53682
H 5.18717 -2.89200 7.47511
H -2.82941 -0.76929 0.54553
H 8.73016 -3.80432 6.37549
H -6.48645 -0.73077 -0.79016
H 5.27683 2.85462 -0.19086
H -4.14273 -2.11292 2.06531
H 2.49247 1.08764 -8.30521
H -4.28489 2.91571 -0.61138
H -4.02316 -1.30511 -0.81611
H 6.09238 -5.14286 7.13799
H 4.80133 1.95130 -2.65651
H 7.25056 -4.39437 8.23966
H 7.96868 -3.60501 4.14914
H 2.54098 -1.10479 -7.25617
H -8.26599 1.24996 2.46703
H 3.79090 2.96803 -3.69761
H 2.66750 -0.39432 -5.62620
```

Results
Electronic energy, eV: -228526.434
Max |F|, eV/Å: 5.20
E_HOMO, eV: -5.45

Löwdin atomic charge list, values in e, 4 entries: 1.12, 0.79, 0.66, 0.53